# 1
DFT (ωB97M-V/def2-TZVPD) results for a structure of composition C24H64CaO24S8 in a non-equilibrium geometry.

Properties
electronic energy	-6621.41901	Eh
frontier orbital gap	12.10	eV
2S+1	1
total charge	+2
HOMO	-0.573	hartree
LUMO energy	-3.5	eV

Last column: Mulliken charge in e.
Geometry (Å):
Ca  -0.169  -0.260  -0.184  4.10
O  3.615  -1.210  2.605  -0.88
S  2.728  -0.132  2.311  1.48
O  1.787  -0.239  1.241  -0.02
O  1.829  0.170  3.572  0.12
C  2.525  0.330  4.836  -0.61
C  2.384  -0.934  5.665  -1.11
C  3.658  1.357  2.104  -1.35
H  2.105  1.175  5.378  0.38
H  3.572  0.594  4.671  0.49
H  2.834  -0.798  6.647  0.51
H  2.883  -1.766  5.170  0.16
H  1.315  -1.132  5.759  0.25
H  3.483  2.087  2.888  0.40
H  3.438  1.808  1.139  0.31
H  4.711  1.079  2.073  0.52
O  1.620  -1.481  -1.211  -0.67
S  2.437  -2.645  -1.378  0.91
O  1.853  -3.928  -1.163  -0.79
O  2.987  -2.527  -2.841  0.07
C  3.482  -3.703  -3.541  -0.31
C  4.907  -3.433  -3.977  -1.19
C  3.907  -2.428  -0.422  -0.85
H  2.868  -3.861  -4.426  0.34
H  3.424  -4.586  -2.907  0.36
H  5.292  -4.255  -4.579  0.43
H  5.577  -3.355  -3.117  0.26
H  4.983  -2.492  -4.520  0.29
H  4.657  -3.139  -0.762  0.45
H  3.645  -2.509  0.628  -0.11
H  4.250  -1.438  -0.723  0.33
O  0.470  1.991  0.410  -0.68
S  0.375  3.416  0.430  1.01
O  -0.793  4.040  0.962  -0.77
O  1.657  3.924  1.189  0.02
C  1.696  5.309  1.626  -0.19
C  2.944  5.471  2.456  -1.22
C  0.604  4.081  -1.184  -1.11
H  0.823  5.515  2.243  0.30
H  1.671  5.979  0.766  0.30
H  3.853  5.230  1.907  0.30
H  2.845  4.848  3.344  0.22
H  3.043  6.485  2.846  0.45
H  1.450  3.616  -1.680  0.21
H  0.632  5.161  -1.088  0.65
H  -0.289  3.799  -1.744  0.14
O  -2.781  3.065  -1.926  -0.80
S  -3.040  1.817  -1.286  0.86
O  -1.978  1.111  -0.644  -0.50
O  -4.160  2.031  -0.202  -0.09
C  -5.078  3.153  -0.375  -0.31
C  -6.026  3.173  0.795  -1.12
C  -3.840  0.712  -2.409  -0.90
H  -5.595  3.059  -1.333  0.40
H  -4.506  4.076  -0.443  0.33
H  -5.469  2.978  1.710  0.20
H  -6.825  2.442  0.694  0.32
H  -6.469  4.166  0.854  0.40
H  -4.229  -0.079  -1.768  0.40
H  -3.058  0.268  -3.020  -0.08
H  -4.632  1.219  -2.948  0.54
O  -0.232  -2.169  0.977  -0.66
S  -0.256  -3.356  1.771  0.85
O  -1.119  -4.420  1.385  -0.74
O  1.229  -3.854  1.770  -0.26
C  1.538  -5.072  2.508  -0.58
C  2.579  -4.781  3.569  -0.95
C  -0.472  -2.912  3.480  -0.93
H  1.971  -5.750  1.774  0.39
H  0.651  -5.563  2.906  0.50
H  3.534  -4.567  3.088  0.32
H  2.729  -5.701  4.140  0.43
H  2.342  -3.984  4.271  0.09
H  -0.377  -3.828  4.053  0.58
H  -1.461  -2.479  3.594  0.41
H  0.315  -2.177  3.627  0.01
O  -1.232  0.224  1.981  -0.48
S  -1.743  0.596  3.257  0.87
O  -1.688  -0.270  4.382  -0.78
O  -1.026  1.946  3.611  0.10
C  -1.076  2.332  4.999  -0.35
C  -0.212  3.553  5.193  -1.02
C  -3.390  1.167  3.036  -1.31
H  -0.704  1.529  5.636  0.30
H  -2.106  2.497  5.329  0.30
H  0.005  3.655  6.256  0.41
H  -0.680  4.462  4.825  0.37
H  0.729  3.359  4.679  0.04
H  -3.378  1.966  2.296  0.16
H  -3.760  1.552  3.983  0.52
H  -3.993  0.345  2.655  0.53
O  -0.374  -2.671  -3.796  -0.84
S  -1.304  -2.618  -2.717  0.67
O  -1.135  -1.626  -1.704  -1.03
O  -2.745  -2.331  -3.281  -0.01
C  -3.187  -3.096  -4.437  -0.31
C  -4.396  -2.396  -5.010  -1.19
C  -1.489  -4.198  -1.954  -1.00
H  -3.450  -4.095  -4.081  0.32
H  -2.416  -3.214  -5.197  0.36
H  -4.700  -2.857  -5.947  0.42
H  -4.167  -1.348  -5.216  0.21
H  -5.242  -2.393  -4.323  0.32
H  -2.415  -4.186  -1.390  0.37
H  -0.643  -4.264  -1.269  0.13
H  -1.382  -4.947  -2.733  0.51
O  0.840  2.548  -3.816  -0.81
S  0.458  1.201  -3.580  0.84
O  0.170  0.762  -2.249  0.08
O  -0.837  0.822  -4.372  0.22
C  -0.999  1.235  -5.769  -0.49
C  -1.572  2.639  -5.880  -1.06
C  1.675  0.120  -4.264  -0.98
H  -1.703  0.488  -6.126  0.35
H  -0.065  1.129  -6.322  0.33
H  -1.624  2.886  -6.938  0.44
H  -1.029  3.348  -5.265  0.25
H  -2.593  2.596  -5.494  0.27
H  2.557  0.278  -3.646  0.40
H  1.832  0.373  -5.306  0.57
H  1.330  -0.892  -4.068  -0.01

# 2
DFT (ωB97M-V/def2-TZVPD) results for a structure of composition C24H64O26S8V in a non-equilibrium geometry.

Properties
electronic energy	-7038.37426	Eh
energy above the lowest of the compared OMol25 structures with the same formula, charge and spin	0.0	kcal/mol
frontier orbital gap	10.30	eV
2S+1	1
total charge	+1
HOMO	-0.456	hartree
LUMO energy	-2.1	eV

Last column: Mulliken charge in e.
Geometry (Å):
O  -18.021  18.474  14.262  0.27
V  -17.775  19.921  14.840  0.93
O  -16.488  19.828  15.716  0.65
O  -19.094  23.593  13.451  -0.84
S  -19.091  22.392  12.718  1.14
O  -18.881  21.127  13.391  -0.67
O  -20.463  22.293  12.011  -0.36
C  -20.992  20.965  11.712  0.80
C  -22.026  21.128  10.619  -1.57
C  -17.950  22.466  11.378  -0.13
H  -21.467  20.590  12.613  -0.09
H  -20.186  20.285  11.441  0.10
H  -22.748  21.893  10.903  0.38
H  -22.556  20.181  10.506  0.32
H  -21.610  21.408  9.651  0.38
H  -17.020  22.029  11.730  -0.46
H  -17.823  23.506  11.099  0.41
H  -18.391  21.874  10.578  0.33
O  -18.886  21.483  16.097  -0.05
S  -19.907  22.252  16.750  1.00
O  -21.260  22.155  16.342  -0.80
O  -19.906  21.823  18.272  -0.28
C  -18.632  21.466  18.866  0.52
C  -18.916  20.861  20.220  -1.34
C  -19.429  23.933  16.800  -0.86
H  -17.947  22.313  18.913  0.58
H  -18.158  20.694  18.254  -0.46
H  -19.566  21.508  20.818  0.42
H  -18.009  20.815  20.825  0.34
H  -19.379  19.880  20.144  0.23
H  -19.157  24.196  15.777  0.19
H  -18.536  24.100  17.397  0.30
H  -20.287  24.515  17.118  0.42
O  -15.435  16.470  13.858  -0.46
S  -15.925  15.364  14.610  1.41
O  -16.486  15.570  15.904  -0.57
O  -16.970  14.614  13.711  -0.43
C  -18.297  15.230  13.639  1.05
C  -19.050  14.471  12.585  -1.37
C  -14.692  14.110  14.634  -1.29
H  -18.167  16.278  13.357  -0.36
H  -18.728  15.198  14.636  -0.02
H  -18.486  14.436  11.656  0.38
H  -20.046  14.885  12.430  0.12
H  -19.247  13.451  12.929  0.41
H  -14.744  13.602  15.591  0.38
H  -13.737  14.628  14.552  0.36
H  -14.809  13.515  13.736  0.35
O  -21.227  16.521  14.558  -0.67
S  -21.557  17.870  14.230  0.55
O  -20.749  18.942  14.615  -0.45
O  -21.627  17.995  12.647  0.44
C  -22.190  16.927  11.880  -0.46
C  -21.356  16.724  10.642  -1.23
C  -23.228  18.228  14.679  -1.10
H  -23.228  17.144  11.611  0.27
H  -22.213  15.994  12.450  0.51
H  -21.371  17.638  10.038  0.32
H  -21.774  15.939  10.013  0.46
H  -20.312  16.519  10.874  0.13
H  -23.402  19.257  14.385  0.28
H  -23.283  18.047  15.750  0.33
H  -23.868  17.537  14.136  0.44
O  -13.245  19.932  15.252  -0.50
S  -13.052  19.345  16.535  1.01
O  -11.733  19.118  17.035  -0.72
O  -13.828  20.279  17.540  -0.39
C  -13.600  20.097  18.969  -0.55
C  -14.940  19.946  19.636  -0.77
C  -13.987  17.862  16.667  -0.27
H  -13.075  20.989  19.308  0.37
H  -12.945  19.245  19.136  0.45
H  -15.347  18.941  19.504  0.23
H  -15.677  20.647  19.251  0.02
H  -14.836  20.056  20.718  0.49
H  -14.442  17.782  17.650  0.28
H  -13.312  17.030  16.474  0.44
H  -14.784  17.890  15.926  -0.40
O  -16.161  24.370  15.661  -0.91
S  -15.823  23.346  14.736  1.23
O  -16.662  22.215  14.636  -0.27
O  -15.824  23.945  13.279  -0.19
C  -14.877  24.980  12.946  -0.52
C  -13.925  24.509  11.869  -0.99
C  -14.173  22.799  14.983  -0.38
H  -14.303  25.280  13.827  0.37
H  -15.417  25.896  12.702  0.48
H  -14.392  23.805  11.186  0.11
H  -13.088  24.009  12.362  0.29
H  -13.485  25.357  11.348  0.45
H  -14.174  22.165  15.866  -0.23
H  -13.549  23.680  15.107  0.53
H  -13.876  22.222  14.111  0.19
O  -14.585  21.410  11.824  -0.60
S  -15.152  20.120  12.007  0.43
O  -16.101  19.893  13.041  0.27
O  -15.866  19.770  10.645  -0.37
C  -16.875  18.711  10.677  0.68
C  -17.595  18.743  9.349  -1.34
C  -13.901  18.916  12.107  -0.88
H  -17.569  18.926  11.488  -0.38
H  -16.379  17.756  10.853  0.36
H  -18.578  18.278  9.479  0.18
H  -17.058  18.207  8.572  0.42
H  -17.819  19.770  9.061  0.32
H  -13.293  19.033  11.208  0.48
H  -14.326  17.921  12.176  0.11
H  -13.263  19.122  12.965  0.24
O  -18.661  18.751  16.820  -0.84
S  -18.803  18.046  18.060  1.48
O  -17.809  18.139  19.056  -0.77
O  -20.128  18.548  18.747  -0.42
C  -21.273  18.775  17.864  0.76
C  -22.458  19.047  18.757  -1.77
C  -19.162  16.357  17.712  -0.90
H  -21.377  17.900  17.221  0.22
H  -21.061  19.666  17.274  -0.16
H  -23.302  19.358  18.141  0.39
H  -22.197  19.879  19.412  0.36
H  -22.732  18.198  19.380  0.41
H  -18.232  15.796  17.674  0.45
H  -19.631  16.313  16.728  -0.04
H  -19.844  15.989  18.472  0.48